A structure of composition C10H18Cl3O5P in a non-equilibrium geometry. Source: the OMol25 dataset; level of theory: ωB97M-V/def2-TZVPD.

Structure (ORCA input):
```
! wB97M-V def2-TZVPD RIJCOSX def2/J DEFGRID3
* xyz 0 1
O -1.321 2.506 -1.261
Cl 5.049 -2.028 1.893
Cl 3.039 1.978 -2.656
Cl 2.515 2.018 0.036
O 3.043 -2.393 -0.250
O -2.064 1.227 0.875
O -2.586 0.410 -1.489
O -0.011 0.130 -0.578
C 2.035 -1.578 -0.376
C 1.926 -0.749 -1.460
C -0.365 0.831 2.580
C -4.731 0.166 -2.201
C 3.414 -2.486 2.110
C 1.688 1.883 -1.464
C -1.198 1.836 1.830
C -3.920 0.776 -1.054
C 2.925 -3.276 0.883
C 0.955 0.450 -1.541
P -1.390 1.154 -0.660
H 1.393 -1.372 0.436
H 2.681 -0.897 -2.242
H 0.428 0.382 1.904
H 0.132 1.277 3.429
H -1.063 0.017 2.761
H -5.780 0.087 -2.074
H -4.503 -0.911 -2.232
H -4.644 0.745 -3.152
H 3.265 -2.979 3.090
H 2.704 -1.693 2.187
H 0.977 2.782 -1.542
H -0.582 2.538 1.372
H -1.782 2.388 2.575
H -4.023 1.827 -0.941
H -4.154 0.344 -0.049
H 1.906 -3.577 1.086
H 3.514 -4.227 0.707
H 0.529 0.413 -2.532
*
```

Properties
Energy relative to the best compared isomer or geometry (same formula, charge and spin): 134.7 kJ/mol
Orbital gap: 9.41 eV
E_tot: -2489.9691 Eh
Highest occupied orbital energy: -8.79 eV
Molar mass: 355.58 g mol⁻¹
Largest force on an atom: 0.0971 hartree/bohr